# CH3Br2ClOSi

2 unconnected molecules or ions with the total composition CH3Br2ClOSi in a non-equilibrium geometry (ωB97M-V/def2-TZVPD, the Open Molecules 2025 dataset).

2S+1: 1
Kohn-Sham gap in eV: 6.2
Charge: 0

Last column: Löwdin charge in e.
Cartesian coordinates (Å):
1 Br 4.00 1.98 -0.09  0.36
2 Br 5.24 -1.28 -0.77  0.36
3 Cl 4.16 -0.46 2.50  0.33
4 Si 3.97 -0.11 0.55  -0.62
5 O 1.21 -1.23 -0.07  -0.28
6 C 0.26 -0.27 -0.01  -0.36
7 H -0.70 -0.73 -0.26  0.08
8 H 0.42 0.54 -0.75  0.06
9 H 0.15 0.18 0.99  0.06